Record 1
Here is a cluster of 12 separate species, C4H35N2O12 in total from the Open Molecules 2025 dataset. Energies are from ωB97M-V/def2-TZVPD.

Calculated values
- highest occupied orbital energy (eV) = -11.983
- lowest unoccupied orbital energy (Ha) = -0.0843
- Kohn-Sham gap (eV) = 9.689
- energy above the lowest of the compared OMol25 structures with the same formula, charge and spin (kJ/mol) = 543.05

Structure (ORCA input):
```
! wB97M-V def2-TZVPD RIJCOSX def2/J DEFGRID3
* xyz 1 1
O -4.35295 0.74848 1.63056
O 4.30289 2.55294 0.69815
O 0.53312 0.88301 -3.61300
O 4.10407 0.18067 2.87666
O -2.25533 3.30172 -2.71720
O -1.12078 -0.01910 -1.03443
O -4.09672 -2.42284 0.49934
O 1.84196 3.92426 -1.76800
O -1.26047 -0.16964 1.54374
O -2.82843 -1.80981 -1.74007
O 1.41674 1.90219 -0.22302
O -3.34100 1.19052 -1.76733
N 2.63003 -2.80782 -0.18527
N 1.44412 -0.35850 1.16190
C 2.74541 -3.35609 1.12899
C -0.75496 -1.36661 2.06672
C 1.57059 -2.85008 1.97267
C 0.65387 -1.68067 1.34283
H 0.26497 0.36970 -2.85513
H -1.56210 3.08014 -3.42109
H 1.69396 2.65457 -0.79162
H -0.74791 -1.31889 3.12586
H 3.77001 -3.36525 1.59060
H -2.07433 4.21788 -2.22058
H 1.70331 4.74065 -1.26824
H 2.08600 -0.69859 0.37012
H 4.86106 2.91928 -0.03059
H -5.06150 0.71462 2.35062
H -4.71200 -3.20571 0.21784
H 3.54804 -3.02653 -0.74683
H 1.88337 -0.26374 2.16484
H 1.75145 -2.89290 -0.74772
H 4.54463 0.10680 3.59727
H 2.05769 -2.62783 2.99217
H 0.75559 1.52480 -0.75089
H 4.24054 0.96359 2.37573
H -3.67926 1.09072 -0.91113
H -4.58547 -1.62719 0.44040
H 0.85960 -3.72623 2.19682
H -1.84938 0.56857 -1.45010
H -3.00987 1.99559 -1.96188
H 2.72556 -4.52299 1.06470
H -3.54482 -2.38521 -1.34243
H -2.99289 -1.44442 -2.60077
H 0.18057 -2.00729 0.41937
H 1.46397 0.48304 -3.93403
H 0.74915 0.25972 0.75742
H -1.87138 -0.16634 0.67482
H -1.52976 -0.83997 -1.26448
H 2.20600 4.14646 -2.69839
H 3.68676 2.01614 0.33139
H -1.44562 -2.17217 1.72427
H -3.71929 0.02460 1.61471
*
```

=====

Record 2
Here is a structure of composition C38H59CrN2O7 from the Open Molecules 2025 dataset. Energies are from ωB97M-V/def2-TZVPD.

Calculated values
- highest occupied orbital energy (alpha / beta) (eV) = -7.749 / -7.697
- lowest unoccupied orbital energy (alpha / beta) (Ha) = 0.0005 / 0.0115
- Kohn-Sham gap (alpha / beta) (eV) = 7.763 / 8.009
- energy above the lowest of the compared OMol25 structures with the same formula, charge and spin (kJ/mol) = 0.00

Structure (ORCA input):
```
! wB97M-V def2-TZVPD RIJCOSX def2/J DEFGRID3
* xyz 0 2
Cr -1.08770 -2.24188 0.17405
O -1.14313 -0.65729 1.14852
O -2.97696 -5.84114 0.25454
O -3.19531 -1.80782 0.10803
O -0.73875 -1.77705 -1.56075
O -4.99916 -1.44314 1.36705
O -1.80654 -4.00288 -0.27350
O -1.91287 -3.09147 2.17606
N 0.34542 -4.80778 -1.20782
N 1.05853 -2.32484 0.52831
C 3.19694 2.25065 4.76583
C -2.22775 1.90999 0.07973
C 1.77929 1.82722 2.75611
C -0.24526 0.16799 1.71006
C 1.67592 -4.47318 -0.76663
C -0.50472 1.53874 1.88406
C 2.88891 2.70685 3.33215
C 1.65690 0.92087 -1.18483
C -1.32052 0.18297 -5.08611
C 3.22039 3.13721 -2.63972
C 0.52965 2.32157 2.39675
C -3.76197 -1.87519 1.17500
C 1.21666 -1.82375 1.92827
C 0.14054 -4.72482 -2.63751
C -0.63278 0.33496 -2.70137
C -2.93051 1.53796 2.46050
C -1.83314 0.11611 -3.63730
C 1.98516 0.46222 2.59889
C -1.89000 3.67007 1.77702
C -2.03921 -4.51651 1.99589
C -0.11875 -0.60159 -1.80116
C -2.33470 -4.84686 0.53513
C 0.99255 -0.35546 2.08798
C 2.49409 4.18325 3.36963
C 1.13503 1.90826 -2.02029
C 0.03125 1.56636 -2.78376
C 1.87237 3.86976 -0.66325
C 1.06775 -0.32244 -1.09865
C -2.55943 -1.22242 -3.46965
C 1.02593 4.26296 -2.96123
C -2.87713 1.22418 -3.42464
C 1.80331 -1.44558 -0.41569
C -3.13672 -2.43176 2.43503
C -0.15197 -6.04313 -0.64707
C 4.16037 2.57634 2.48170
C 1.66598 -3.69047 0.53770
C 1.79915 3.28251 -2.07920
C -1.86382 2.15683 1.54681
H -2.88212 4.04754 1.52141
H 0.51364 -2.38912 2.54796
H -0.07199 -6.02599 0.44266
H 1.00233 3.94002 -4.00394
H 3.32679 4.77238 3.75862
H -3.92341 1.91045 2.19503
H 2.25564 4.56037 2.37266
H -2.94148 -1.59141 3.10219
H -3.20620 2.35083 -0.13345
H -1.20478 -6.16720 -0.89830
H 2.30015 -5.36600 -0.58577
H -2.25902 0.84903 -0.15986
H -2.73827 1.79189 3.50546
H -2.92939 0.45590 2.36599
H -0.92139 -4.84890 -2.85060
H -1.16692 4.18988 1.14533
H 2.48480 3.25280 -0.00438
H 0.87693 3.93344 -0.21835
H -2.97143 -1.34470 -2.46973
H 2.54726 1.11253 -0.59373
H 4.00581 2.99281 1.48436
H 1.51025 5.24079 -2.92970
H -3.26605 1.19562 -2.40570
H 0.40675 -6.92438 -1.00933
H -5.31580 -1.05538 0.53509
H -0.85220 1.14221 -5.31012
H 2.16707 -2.08170 -1.21619
H -2.15027 0.04002 -5.78273
H 0.34820 3.37830 2.51511
H -3.71271 1.07486 -4.11269
H 0.43307 -3.73608 -2.99326
H -2.47471 2.22161 -3.60359
H 2.30692 4.87240 -0.68921
H -0.58387 -0.60223 -5.26743
H -0.00316 4.38632 -2.61634
H 3.71834 4.10935 -2.67866
H -1.06476 -4.93424 2.25398
H -1.69484 3.93361 2.81844
H 2.18540 -3.92378 -1.55684
H 1.10724 -4.26309 1.28199
H -1.90637 -2.07247 -3.66051
H -3.84899 -3.10101 2.92122
H 1.63333 4.35546 4.01876
H 2.68420 -1.04576 0.09823
H -0.36798 2.30045 -3.46861
H 2.29716 2.28244 5.38294
H -2.79413 -4.92402 2.66669
H 4.98507 3.11845 2.95037
H 3.94874 2.90161 5.21849
H 0.70249 -5.49116 -3.19874
H 3.58173 1.22964 4.78539
H 4.46611 1.53565 2.36882
H -3.38193 -1.25191 -4.18967
H 2.93509 0.01392 2.87235
H 3.82311 2.47333 -2.01769
H 3.19586 2.72222 -3.64915
H 2.69837 -3.60823 0.90457
H 2.22880 -2.06422 2.27101
H -1.49579 2.37749 -0.58152
*
```

=====

Record 3
Here is a structure of composition C33H39ClN2O3PSe2V from the Open Molecules 2025 dataset. Energies are from ωB97M-V/def2-TZVPD.

Calculated values
- highest occupied orbital energy (alpha / beta) (eV) = -15.751 / -15.729
- lowest unoccupied orbital energy (alpha / beta) (Ha) = -0.4381 / -0.4394
- Kohn-Sham gap (alpha / beta) (eV) = 3.830 / 3.772

Structure (ORCA input):
```
! wB97M-V def2-TZVPD RIJCOSX def2/J DEFGRID3
* xyz 3 2
Se -1.82656 3.07579 2.86552
Se -0.17429 0.58297 4.75957
V -0.54495 0.77850 2.36132
Cl 1.23324 5.32807 -4.77625
P -2.21584 -0.96441 1.15327
O 1.61093 -1.30924 -1.81978
O 4.03919 0.48239 -3.64652
O 3.45384 -0.40153 -0.92211
N 0.01197 2.12029 1.07425
N 1.29340 -0.22404 2.37589
C 1.10385 3.64429 2.57857
C 3.42526 1.69454 -3.53180
C 1.27043 -0.25340 3.72173
C 1.05434 2.08980 0.20268
C 5.58964 2.87932 -4.32588
C 2.89389 -2.02522 2.37470
C -1.56677 -2.71460 3.24112
C -1.72576 0.43060 -2.67881
C -0.08696 2.95560 2.15763
C 2.78721 -0.87346 -1.87680
C 2.09773 1.79385 -3.16472
C -4.97430 -1.31008 0.34010
C -4.12637 -0.61118 1.37031
C 2.07538 4.11439 -3.89494
C 3.07257 -1.84171 3.78101
C 4.15340 2.87546 -3.95024
C -4.72031 -0.80197 2.79147
C -1.95311 0.30743 -1.30690
C 3.40917 -0.80371 -3.34729
C -3.12212 -3.67824 1.51873
C 3.49712 4.08515 -4.00664
C -0.61774 -3.44003 1.04308
C -4.14744 0.90422 1.06416
C -1.83933 -2.00351 -2.84969
C 1.45059 3.01177 -3.34000
C -1.98843 -2.11466 -1.46358
C -1.66878 -0.73489 -3.46509
C -1.86654 -2.80060 1.70489
C -2.04685 -0.96015 -0.65047
C 2.31640 -0.87161 4.40744
C 2.24484 3.49555 1.79195
C 2.19388 2.79692 0.56073
C 2.02377 -1.16746 1.72729
H 1.83218 -1.24137 0.69430
H 4.27962 -1.45973 -3.38406
H 2.47870 -0.64043 5.43721
H -5.27080 -2.32506 0.60267
H -2.21050 -3.10396 -1.07110
H 3.21059 3.91007 2.13742
H -5.71528 -0.32053 2.77380
H -4.21371 1.11308 -0.04090
H -2.08888 1.22494 -0.71700
H 5.73802 2.64698 -5.40044
H 1.54918 0.91352 -2.86489
H -0.79010 -4.03214 0.13891
H -3.92501 -3.35922 2.21185
H -3.54368 -3.74236 0.48669
H -4.48168 -1.29224 -0.62945
H -4.86223 -1.87751 3.02653
H 1.05201 1.40665 -0.68441
H -1.72761 -2.92601 -3.36146
H -1.53699 1.42687 -3.09281
H 1.02853 4.16356 3.54218
H 6.09050 3.81823 -4.04934
H -2.88482 -4.71926 1.73987
H -3.27941 1.46202 1.41129
H 3.75276 -2.40832 4.35478
H -5.06324 1.29789 1.51163
H 0.37357 3.11759 -3.07759
H 3.42754 -2.84952 1.88150
H -1.65120 -0.74144 -4.57661
H -5.93651 -0.79662 0.28176
H 4.00904 5.06147 -4.32820
H -4.11162 -0.36196 3.57297
H 6.11527 2.08632 -3.74471
H 2.64682 -1.04398 -4.08980
H -0.14122 -4.06342 1.75770
H -0.47374 -2.63935 3.40208
H 3.09982 2.74143 -0.06203
H 0.03255 -2.61601 0.76168
H -1.92495 -3.62292 3.77433
H -1.97312 -1.74842 3.72369
*
```

=====

Record 4
Here is the ion C4H9N4 with charge +1 from the Open Molecules 2025 dataset. Energies are from ωB97M-V/def2-TZVPD.

Calculated values
- highest occupied orbital energy (alpha / beta) (eV) = -12.809 / -12.808
- lowest unoccupied orbital energy (alpha / beta) (Ha) = -0.1874 / -0.1874
- structure (SMILES) = C=N[N+](=C)/C(C)=N\N
- Kohn-Sham gap (alpha / beta) (eV) = 7.709 / 7.707
- energy above the lowest of the compared OMol25 structures with the same formula, charge and spin (kJ/mol) = 461.92

Structure (ORCA input):
```
! wB97M-V def2-TZVPD RIJCOSX def2/J DEFGRID3
* xyz 1 1
N -1.52100 1.06199 -0.14028
N 1.33147 0.73061 -0.18873
N 0.52551 -0.35134 -0.29727
N -1.10207 2.25702 -0.39610
C 1.00087 -1.50591 -0.72312
C -1.72023 -1.26256 0.35656
C 2.24541 0.74475 0.68247
C -0.94705 -0.06106 -0.13059
H -1.22925 -1.54287 1.24615
H 2.00401 -1.63445 -0.92608
H -1.68430 -2.20271 -0.30002
H -2.75748 -0.99164 0.49161
H -1.66543 3.08084 -0.74880
H 2.33129 -0.04395 1.54066
H 2.98887 1.63958 0.71406
H 0.20730 -2.30253 -0.89219
H -0.00793 2.38422 -0.28832
*
```

=====

Record 5
Here is an isolated molecule of C2H3N3O from the Open Molecules 2025 dataset. Energies are from ωB97M-V/def2-TZVPD.

Calculated values
- highest occupied orbital energy (eV) = -9.821
- lowest unoccupied orbital energy (Ha) = -0.0405
- Kohn-Sham gap (eV) = 8.719
- energy above the lowest of the compared OMol25 structures with the same formula, charge and spin (kJ/mol) = 355.80

Structure (ORCA input):
```
! wB97M-V def2-TZVPD RIJCOSX def2/J DEFGRID3
* xyz 0 1
O 1.47283 1.37503 -0.04530
N 0.46728 -0.37925 -1.17967
N -0.32417 0.31952 0.91230
N -1.48572 -1.52727 -0.17263
C 0.55827 0.40288 -0.18169
C -1.11155 -0.63939 0.60520
H 1.29759 1.80983 0.80292
H -2.03573 -1.14513 1.16163
H 1.16121 -0.21621 -1.90276
*
```

=====

Q: Number 2 is which compound?
A: C38H59CrN2O7

=====

Q: Which formula does entry 4 have?
A: C4H9N4